Entry 1:
A structure of composition C2H6FeO2. Source: the Open Molecules 2025 dataset; level of theory: ωB97M-V/def2-TZVPD.

Charge ... +1
Multiplicity ... 6
Frontier orbital gap (spin up / spin down) ... 6.8 / 9.1 eV
⟨S²⟩ ... 8.762
Energy relative to the best compared isomer or geometry (same formula, charge and spin) ... 4.73 kcal per mole

CARTESIAN COORDINATES (ANGSTROEM)
O -2.40837 0.10278 0.14810
O 0.28013 1.23596 0.25880
H 0.54587 2.08363 -0.12005
Fe -1.37211 1.04855 1.29078
H -2.65459 0.27465 -0.76025
C 0.64522 0.16795 -0.57678
C 0.89574 -1.09704 0.14917
H 1.21971 0.47982 -1.44886
H 1.28369 -0.93001 1.17088
H -0.04058 -1.65725 0.30743
H 1.60530 -1.70903 -0.41921

***

Entry 2:
A cluster of 7 separate species, C14H42O7 in total. Source: the Open Molecules 2025 dataset; level of theory: ωB97M-V/def2-TZVPD.

Charge ... -1
Multiplicity ... 2
Frontier orbital gap (spin up / spin down) ... 1.6 / 9.4 eV
⟨S²⟩ ... 0.750
Energy relative to the best compared isomer or geometry (same formula, charge and spin) ... 4.51 kcal per mole

CARTESIAN COORDINATES (ANGSTROEM)
C 14.85534 4.37126 -2.37853
C 15.57116 5.60378 -1.82213
O 17.00425 5.45983 -1.93419
H 14.90298 4.45217 -3.46448
H 13.85291 4.35363 -1.95086
H 15.17237 3.42813 -1.93347
H 15.16619 5.75316 -0.82123
H 15.30647 6.49162 -2.39640
H 17.34988 6.35350 -1.99329
C 15.54789 0.77367 1.71938
C 14.87189 0.81173 0.31401
O 14.29318 -0.46345 0.00540
H 16.34976 0.03798 1.65735
H 14.82315 0.52226 2.49375
H 15.91574 1.77676 1.93521
H 15.63623 1.09149 -0.41098
H 14.18438 1.65437 0.24056
H 13.38608 -0.29798 -0.26175
C 17.45511 -3.56708 1.56433
C 18.21995 -2.95878 2.71330
O 17.62386 -3.32528 3.90770
H 17.79445 -3.33511 0.55481
H 16.42576 -3.26310 1.75441
H 17.41294 -4.65443 1.62757
H 18.16845 -1.87000 2.71253
H 19.26185 -3.26541 2.62095
H 17.56176 -4.28312 3.89085
C 14.07274 -2.28915 4.46416
C 14.80942 -2.58974 5.81189
O 16.10427 -2.10945 5.87087
H 14.12985 -1.21213 4.30654
H 13.00158 -2.48829 4.49651
H 14.57277 -2.88475 3.70039
H 14.86413 -3.66821 5.96028
H 14.30065 -2.23159 6.70686
H 16.58864 -2.65364 5.24570
C 16.39083 -2.22328 -1.85015
C 15.75382 -3.54340 -2.28685
O 16.10892 -3.77500 -3.63194
H 16.23098 -1.41569 -2.56453
H 17.47051 -2.30440 -1.72447
H 15.90767 -2.14725 -0.87605
H 14.66553 -3.48870 -2.31436
H 16.18754 -4.38656 -1.74920
H 16.08797 -4.72968 -3.73066
C 11.87178 -0.63377 -2.89653
C 11.78312 0.61192 -1.99107
O 11.68331 0.00841 -0.66963
H 12.86311 -1.08570 -2.86295
H 11.70848 -0.43289 -3.95535
H 11.11647 -1.35362 -2.58122
H 10.93528 1.27615 -2.15864
H 12.73933 1.12598 -2.08838
H 10.75489 -0.19736 -0.53818
C 18.29672 1.08305 -3.83954
C 18.20736 1.75235 -2.45114
O 18.89875 2.97386 -2.44647
H 19.35904 1.05275 -4.08171
H 17.74034 1.71502 -4.53177
H 17.89698 0.07290 -3.92848
H 18.75725 1.14162 -1.73510
H 17.18157 1.95688 -2.14450
H 18.32482 3.72428 -2.61698

***

Entry 3:
A cluster of 2 separate species, C10H16 in total. Source: the Open Molecules 2025 dataset; level of theory: ωB97M-V/def2-TZVPD.

Multiplicity ... 1
Frontier orbital gap ... 10.1 eV
Structure (SMILES) ... CCc1ccccc1.CC
Energy relative to the best compared isomer or geometry (same formula, charge and spin) ... 21.36 kcal per mole

CARTESIAN COORDINATES (ANGSTROEM)
C 0.39024 -1.99282 2.58080
C 0.99518 -2.37944 1.23051
C 0.60918 -1.41348 0.13320
C -0.75396 -1.19318 -0.11349
C -1.12776 -0.27426 -1.08271
C -0.19866 0.39433 -1.86234
C 1.14639 0.10683 -1.66686
C 1.54769 -0.69424 -0.60103
H 1.00134 -1.23425 3.07424
H 0.26710 -2.73937 3.35997
H -0.60880 -1.60527 2.38242
H 2.06072 -2.29246 1.34313
H 0.66673 -3.37578 0.92687
H -1.43230 -1.99563 0.15662
H -2.18613 -0.19496 -1.31179
H -0.39111 1.10318 -2.65738
H 1.93981 0.64479 -2.16887
H 2.56418 -1.06354 -0.52871
C -1.07039 3.84407 -0.23146
C -1.07651 2.57336 0.60913
H -2.04055 4.35243 -0.26765
H -0.43547 4.65979 0.12341
H -0.77793 3.71090 -1.27800
H -0.16013 1.99310 0.49115
H -1.91125 1.91280 0.40835
H -1.00387 2.99350 1.61316